No. 1
Molecular formula: C40H41N5S2Sn
Method: DFT, ωB97M-V/def2-TZVPD

Summary:
Charge: 0
LUMO energy (spin up / spin down), hartree: -0.002 / -0.002

Element x y z (Å)
Sn 0.289 -0.318 -0.045
N -0.287 2.631 3.261
C -0.610 1.326 3.600
C -0.842 1.085 4.968
C -1.234 -0.169 5.367
C -1.391 -1.172 4.410
C -1.114 -0.845 3.102
N -0.714 0.366 2.691
C -0.108 3.303 2.049
C -0.080 4.702 2.137
C 0.091 5.431 0.985
C 0.227 4.765 -0.227
C 0.183 3.389 -0.209
N 0.023 2.654 0.900
H -0.316 3.258 4.052
H -0.721 1.885 5.687
H -1.423 -0.368 6.413
H -1.712 -2.168 4.671
H -1.211 -1.586 2.310
H -0.210 5.192 3.092
H 0.107 6.511 1.027
H 0.348 5.294 -1.159
H 0.267 2.832 -1.133
S 1.872 -2.609 0.876
C 1.134 -4.059 1.180
N 1.760 -5.259 1.169
C 1.013 -6.369 1.747
C -0.444 -6.042 1.435
S -0.553 -4.234 1.558
H 2.768 -5.223 1.230
H 1.200 -6.426 2.824
H 1.308 -7.309 1.283
H -1.141 -6.510 2.124
H -0.693 -6.327 0.413
C -2.831 -1.877 -2.410
C -1.752 -2.821 -2.938
C -1.050 -3.552 -1.794
C -0.741 -2.224 -3.906
C -0.655 -2.818 -5.162
C 0.291 -2.432 -6.091
C 1.205 -1.452 -5.750
C 1.156 -0.818 -4.515
C 2.258 0.181 -4.201
C 1.806 1.616 -3.918
C 3.161 -0.334 -3.078
C 0.146 -1.181 -3.606
N 0.030 -0.421 -2.388
H -3.628 -2.464 -1.952
H -3.265 -1.279 -3.211
H -2.446 -1.193 -1.654
H -2.271 -3.585 -3.525
H -0.477 -2.856 -1.180
H -0.362 -4.308 -2.176
H -1.784 -4.039 -1.149
H -1.356 -3.607 -5.408
H 0.321 -2.896 -7.068
H 1.972 -1.160 -6.455
H 2.864 0.223 -5.114
H 1.422 1.708 -2.907
H 1.024 1.941 -4.605
H 2.655 2.291 -4.024
H 2.596 -0.426 -2.151
H 3.987 0.358 -2.901
H 3.579 -1.310 -3.324
C -0.849 0.547 -2.489
C -1.712 1.422 -2.463
C -2.746 2.333 -2.593
C -3.316 2.965 -1.415
C -3.913 4.231 -1.458
C -4.438 4.810 -0.316
C -4.389 4.143 0.902
C -3.791 2.890 0.963
C -3.258 2.312 -0.174
C -3.229 2.607 -3.949
C -4.559 2.967 -4.190
C -5.022 3.165 -5.479
C -4.173 3.005 -6.566
C -2.852 2.638 -6.343
C -2.385 2.442 -5.056
H -3.942 4.773 -2.396
H -4.887 5.792 -0.377
H -4.811 4.593 1.790
H -3.748 2.354 1.904
H -2.800 1.332 -0.122
H -5.241 3.068 -3.355
H -6.057 3.437 -5.637
H -4.538 3.154 -7.572
H -2.175 2.503 -7.178
H -1.357 2.150 -4.895

Forces on atoms 1 to 3 (eV/Å):
-0.125 0.282 -0.208
0.103 -0.094 0.027
-0.055 0.014 0.005

Here are the Löwdin charges for atoms 1 to 6, given in e:
1. Sn 0.9775
2. N 0.1231
3. C -0.2994
4. C -0.0202
5. C -0.0728
6. C -0.0732

No. 2
Molecular formula: C40H42As2FMnNSi
Method: DFT, ωB97M-V/def2-TZVPD

Summary:
Charge: 0
LUMO energy (spin up / spin down), hartree: 0.022 / 0.022
2S+1: 6
⟨S²⟩: 8.759

Element x y z (Å)
Mn -0.265 -0.549 1.922
C -1.601 -2.327 3.104
C -1.038 -1.355 3.962
C 0.366 -1.574 4.000
C 0.654 -2.685 3.177
C -0.557 -3.151 2.634
H -2.653 -2.454 2.900
H -1.589 -0.640 4.554
H 1.073 -1.047 4.622
H 1.634 -3.102 2.998
H -0.680 -3.992 1.969
C 0.018 -0.635 -2.691
C 1.141 -1.331 -1.935
As 0.556 -2.017 -0.173
C -0.947 -3.050 -0.831
C -2.235 -2.655 -0.484
C -3.335 -3.302 -1.033
C -3.152 -4.348 -1.926
C -1.867 -4.745 -2.275
C -0.767 -4.094 -1.733
C 1.956 -3.331 0.084
C 1.697 -4.667 0.367
C 2.749 -5.554 0.556
C 4.061 -5.114 0.465
C 4.324 -3.779 0.188
C 3.275 -2.891 -0.003
As -0.690 0.894 -1.661
C -1.765 1.700 -3.066
C -2.638 0.902 -3.803
C -3.480 1.470 -4.750
C -3.459 2.840 -4.967
C -2.596 3.640 -4.231
C -1.755 3.074 -3.283
C 0.939 1.964 -1.798
C 1.721 2.118 -0.657
C 2.943 2.780 -0.726
C 3.389 3.294 -1.934
C 2.610 3.147 -3.076
C 1.395 2.482 -3.009
H -0.805 -1.333 -2.858
H 0.359 -0.270 -3.662
H 1.992 -0.664 -1.778
H 1.495 -2.211 -2.475
H -2.394 -1.845 0.218
H -4.334 -2.987 -0.759
H -4.009 -4.856 -2.348
H -1.721 -5.560 -2.971
H 0.231 -4.406 -2.019
H 0.679 -5.023 0.446
H 2.538 -6.592 0.779
H 4.878 -5.808 0.608
H 5.344 -3.426 0.126
H 3.494 -1.848 -0.202
H -2.675 -0.168 -3.638
H -4.155 0.841 -5.317
H -4.112 3.284 -5.708
H -2.576 4.711 -4.392
H -1.092 3.708 -2.707
H 1.359 1.741 0.299
H 3.541 2.894 0.170
H 4.339 3.811 -1.987
H 2.950 3.552 -4.021
H 0.795 2.376 -3.907
C 2.626 1.034 3.130
Si 1.065 2.062 3.311
C 0.411 1.895 5.052
C 1.558 3.853 3.128
N -0.072 1.478 2.152
C -1.083 2.236 1.576
C -0.969 3.561 1.121
C -2.031 4.234 0.528
C -3.256 3.616 0.327
C -3.401 2.289 0.717
C -2.334 1.669 1.310
F -2.460 0.321 1.618
H 3.188 0.976 4.066
H 3.287 1.466 2.374
H 2.401 0.007 2.829
H 1.119 2.287 5.787
H 0.203 0.854 5.305
H -0.522 2.455 5.155
H 2.246 4.099 3.942
H 0.699 4.521 3.211
H 2.067 4.061 2.183
H -0.014 4.055 1.216
H -1.886 5.256 0.201
H -4.074 4.139 -0.147
H -4.318 1.738 0.556

Forces on atoms 1 to 3 (eV/Å):
0.013 -0.252 0.322
0.016 0.056 -0.012
0.051 -0.176 0.284

Here are the Löwdin charges for atoms 1 to 6, given in e:
1. Mn 0.7063
2. C -0.1830
3. C -0.2127
4. C -0.2116
5. C -0.1875
6. C -0.2096

Please write out number 1 again, unchanged.
Molecular formula: C40H41N5S2Sn
Method: DFT, ωB97M-V/def2-TZVPD

Summary:
Charge: 0
LUMO energy (spin up / spin down), hartree: -0.002 / -0.002

Element x y z (Å)
Sn 0.289 -0.318 -0.045
N -0.287 2.631 3.261
C -0.610 1.326 3.600
C -0.842 1.085 4.968
C -1.234 -0.169 5.367
C -1.391 -1.172 4.410
C -1.114 -0.845 3.102
N -0.714 0.366 2.691
C -0.108 3.303 2.049
C -0.080 4.702 2.137
C 0.091 5.431 0.985
C 0.227 4.765 -0.227
C 0.183 3.389 -0.209
N 0.023 2.654 0.900
H -0.316 3.258 4.052
H -0.721 1.885 5.687
H -1.423 -0.368 6.413
H -1.712 -2.168 4.671
H -1.211 -1.586 2.310
H -0.210 5.192 3.092
H 0.107 6.511 1.027
H 0.348 5.294 -1.159
H 0.267 2.832 -1.133
S 1.872 -2.609 0.876
C 1.134 -4.059 1.180
N 1.760 -5.259 1.169
C 1.013 -6.369 1.747
C -0.444 -6.042 1.435
S -0.553 -4.234 1.558
H 2.768 -5.223 1.230
H 1.200 -6.426 2.824
H 1.308 -7.309 1.283
H -1.141 -6.510 2.124
H -0.693 -6.327 0.413
C -2.831 -1.877 -2.410
C -1.752 -2.821 -2.938
C -1.050 -3.552 -1.794
C -0.741 -2.224 -3.906
C -0.655 -2.818 -5.162
C 0.291 -2.432 -6.091
C 1.205 -1.452 -5.750
C 1.156 -0.818 -4.515
C 2.258 0.181 -4.201
C 1.806 1.616 -3.918
C 3.161 -0.334 -3.078
C 0.146 -1.181 -3.606
N 0.030 -0.421 -2.388
H -3.628 -2.464 -1.952
H -3.265 -1.279 -3.211
H -2.446 -1.193 -1.654
H -2.271 -3.585 -3.525
H -0.477 -2.856 -1.180
H -0.362 -4.308 -2.176
H -1.784 -4.039 -1.149
H -1.356 -3.607 -5.408
H 0.321 -2.896 -7.068
H 1.972 -1.160 -6.455
H 2.864 0.223 -5.114
H 1.422 1.708 -2.907
H 1.024 1.941 -4.605
H 2.655 2.291 -4.024
H 2.596 -0.426 -2.151
H 3.987 0.358 -2.901
H 3.579 -1.310 -3.324
C -0.849 0.547 -2.489
C -1.712 1.422 -2.463
C -2.746 2.333 -2.593
C -3.316 2.965 -1.415
C -3.913 4.231 -1.458
C -4.438 4.810 -0.316
C -4.389 4.143 0.902
C -3.791 2.890 0.963
C -3.258 2.312 -0.174
C -3.229 2.607 -3.949
C -4.559 2.967 -4.190
C -5.022 3.165 -5.479
C -4.173 3.005 -6.566
C -2.852 2.638 -6.343
C -2.385 2.442 -5.056
H -3.942 4.773 -2.396
H -4.887 5.792 -0.377
H -4.811 4.593 1.790
H -3.748 2.354 1.904
H -2.800 1.332 -0.122
H -5.241 3.068 -3.355
H -6.057 3.437 -5.637
H -4.538 3.154 -7.572
H -2.175 2.503 -7.178
H -1.357 2.150 -4.895

Forces on atoms 1 to 3 (eV/Å):
-0.125 0.282 -0.208
0.103 -0.094 0.027
-0.055 0.014 0.005

Here are the Löwdin charges for atoms 1 to 6, given in e:
1. Sn 0.9775
2. N 0.1231
3. C -0.2994
4. C -0.0202
5. C -0.0728
6. C -0.0732

Repeat the second record exactly.
Molecular formula: C40H42As2FMnNSi
Method: DFT, ωB97M-V/def2-TZVPD

Summary:
Charge: 0
LUMO energy (spin up / spin down), hartree: 0.022 / 0.022
2S+1: 6
⟨S²⟩: 8.759

Element x y z (Å)
Mn -0.265 -0.549 1.922
C -1.601 -2.327 3.104
C -1.038 -1.355 3.962
C 0.366 -1.574 4.000
C 0.654 -2.685 3.177
C -0.557 -3.151 2.634
H -2.653 -2.454 2.900
H -1.589 -0.640 4.554
H 1.073 -1.047 4.622
H 1.634 -3.102 2.998
H -0.680 -3.992 1.969
C 0.018 -0.635 -2.691
C 1.141 -1.331 -1.935
As 0.556 -2.017 -0.173
C -0.947 -3.050 -0.831
C -2.235 -2.655 -0.484
C -3.335 -3.302 -1.033
C -3.152 -4.348 -1.926
C -1.867 -4.745 -2.275
C -0.767 -4.094 -1.733
C 1.956 -3.331 0.084
C 1.697 -4.667 0.367
C 2.749 -5.554 0.556
C 4.061 -5.114 0.465
C 4.324 -3.779 0.188
C 3.275 -2.891 -0.003
As -0.690 0.894 -1.661
C -1.765 1.700 -3.066
C -2.638 0.902 -3.803
C -3.480 1.470 -4.750
C -3.459 2.840 -4.967
C -2.596 3.640 -4.231
C -1.755 3.074 -3.283
C 0.939 1.964 -1.798
C 1.721 2.118 -0.657
C 2.943 2.780 -0.726
C 3.389 3.294 -1.934
C 2.610 3.147 -3.076
C 1.395 2.482 -3.009
H -0.805 -1.333 -2.858
H 0.359 -0.270 -3.662
H 1.992 -0.664 -1.778
H 1.495 -2.211 -2.475
H -2.394 -1.845 0.218
H -4.334 -2.987 -0.759
H -4.009 -4.856 -2.348
H -1.721 -5.560 -2.971
H 0.231 -4.406 -2.019
H 0.679 -5.023 0.446
H 2.538 -6.592 0.779
H 4.878 -5.808 0.608
H 5.344 -3.426 0.126
H 3.494 -1.848 -0.202
H -2.675 -0.168 -3.638
H -4.155 0.841 -5.317
H -4.112 3.284 -5.708
H -2.576 4.711 -4.392
H -1.092 3.708 -2.707
H 1.359 1.741 0.299
H 3.541 2.894 0.170
H 4.339 3.811 -1.987
H 2.950 3.552 -4.021
H 0.795 2.376 -3.907
C 2.626 1.034 3.130
Si 1.065 2.062 3.311
C 0.411 1.895 5.052
C 1.558 3.853 3.128
N -0.072 1.478 2.152
C -1.083 2.236 1.576
C -0.969 3.561 1.121
C -2.031 4.234 0.528
C -3.256 3.616 0.327
C -3.401 2.289 0.717
C -2.334 1.669 1.310
F -2.460 0.321 1.618
H 3.188 0.976 4.066
H 3.287 1.466 2.374
H 2.401 0.007 2.829
H 1.119 2.287 5.787
H 0.203 0.854 5.305
H -0.522 2.455 5.155
H 2.246 4.099 3.942
H 0.699 4.521 3.211
H 2.067 4.061 2.183
H -0.014 4.055 1.216
H -1.886 5.256 0.201
H -4.074 4.139 -0.147
H -4.318 1.738 0.556

Forces on atoms 1 to 3 (eV/Å):
0.013 -0.252 0.322
0.016 0.056 -0.012
0.051 -0.176 0.284

Here are the Löwdin charges for atoms 1 to 6, given in e:
1. Mn 0.7063
2. C -0.1830
3. C -0.2127
4. C -0.2116
5. C -0.1875
6. C -0.2096

> Which value of charge does entry 1 give?

0